Entry 1:
DFT (wB97M-V/def2-TZVPD) results for an isolated molecule of C6H10O.

Results
- E_HOMO: -9.7 eV
- E_LUMO: 1.15 eV
- Orbital gap: 0.3983 Eh
- Molar mass: 98.14 g mol⁻¹

Geometry as XYZ:
```
17
Properties=species:S:1:pos:R:3:forces:R:3
C -2.11807 -0.47948 0.24201 0.0 -0.1 0.1
C -0.82877 -0.10567 -0.48770 0.3 -0.4 -0.3
O -0.52972 1.19752 -0.01381 -0.1 0.4 0.1
C 0.80298 1.50557 -0.35242 0.2 0.1 0.0
C 1.55042 0.20338 -0.18817 0.0 0.1 -0.2
C 1.21034 -0.66260 0.99136 -0.1 -0.1 0.1
C 0.51197 -0.88096 -0.31949 -0.4 0.1 -0.1
H -2.82510 0.35323 0.13010 0.2 -0.2 -0.1
H -1.96095 -0.58498 1.32095 0.2 -0.1 -0.2
H -2.61508 -1.37655 -0.14011 0.3 0.0 0.0
H -1.00286 -0.07786 -1.58355 -0.1 0.1 0.3
H 0.85562 1.84787 -1.40016 0.1 -0.1 0.1
H 1.14652 2.31679 0.29696 -0.1 -0.1 0.0
H 2.52848 0.12132 -0.65203 -0.1 -0.1 0.1
H 0.57723 -0.26177 1.77842 0.3 0.1 0.0
H 1.97200 -1.37048 1.31752 -0.3 0.1 -0.1
H 0.72500 -1.74534 -0.93986 -0.2 0.0 0.2
```
Positions in Å, forces in eV/Å.


Entry 2:
DFT (wB97M-V/def2-TZVPD) results for an isolated molecule of C6H10O at a distorted geometry.

Results
- E_HOMO: -9.3 eV
- E_LUMO: 0.92 eV
- Orbital gap: 0.3748 Eh
- Molar mass: 98.14 g mol⁻¹

Geometry as XYZ:
```
17
Properties=species:S:1:pos:R:3:forces:R:3
C -0.24780 -1.40304 1.69638 -1.7 1.8 -0.8
C -0.37961 -0.35307 0.86828 2.3 -0.3 -0.8
C -1.61679 0.27692 0.30246 -0.5 -0.1 0.5
C 0.99450 0.31051 0.42679 -1.8 -0.6 2.4
C 0.94206 0.93532 -0.95370 2.3 -0.8 0.4
C 0.66258 -0.15618 -1.93534 -1.9 0.9 -1.5
O 0.43826 0.06428 -3.10670 0.5 -0.2 0.4
H -1.18362 -1.74434 2.12707 0.4 -0.7 0.3
H 0.74959 -1.69404 1.96887 -0.1 -0.6 0.3
H -2.39626 0.37573 1.06257 -0.1 -0.4 -0.1
H -1.49277 1.28802 -0.07667 0.4 0.0 0.1
H -1.97779 -0.30409 -0.54664 -0.2 -0.1 0.1
H 1.75116 -0.41250 0.73206 0.4 -0.2 -1.3
H 1.05980 0.88781 1.35545 0.4 1.5 -0.8
H 0.29378 1.78313 -1.00115 -0.7 0.2 -0.3
H 1.90600 1.30665 -1.36187 -0.1 0.1 0.8
H 0.49691 -1.16109 -1.55786 0.4 -0.6 0.4
```
Positions in Å, forces in eV/Å.


Entry 3:
DFT (wB97M-V/def2-TZVPD) results for an isolated molecule of C6H10O.

Results
- E_HOMO: -9.6 eV
- E_LUMO: 1.19 eV
- Orbital gap: 0.3971 Eh
- Molar mass: 98.14 g mol⁻¹

Geometry as XYZ:
```
17
Properties=species:S:1:pos:R:3:forces:R:3
C 1.86925 0.72897 -0.24255 0.2 0.2 -0.2
C 1.37696 -0.43341 -1.11144 0.0 0.0 -0.1
C 0.50647 -0.78170 0.11380 -0.2 -0.2 0.0
C -0.98927 -0.59802 0.01016 0.1 -0.1 -0.1
C -1.74243 -0.13319 1.22371 -0.1 -0.1 0.2
C -1.59255 0.77729 0.03729 0.0 0.2 -0.1
O 1.11999 0.26554 0.89118 0.0 0.0 0.2
H 2.94355 0.76209 -0.02871 -0.2 0.0 0.0
H 1.53661 1.72186 -0.57233 0.0 -0.1 0.1
H 2.14447 -1.17777 -1.33884 -0.2 0.1 0.0
H 0.84304 -0.16363 -2.02584 0.0 0.0 0.2
H 0.72556 -1.76625 0.54990 0.0 0.1 0.0
H -1.48585 -1.33903 -0.61535 0.1 0.1 0.1
H -1.15485 0.11564 2.10321 -0.1 -0.1 -0.2
H -2.71593 -0.56987 1.42860 0.2 0.1 -0.1
H -2.46531 0.96968 -0.58030 0.2 -0.1 0.1
H -0.91971 1.62178 0.15751 -0.1 -0.2 0.0
```
Positions in Å, forces in eV/Å.


Entry 4:
DFT (wB97M-V/def2-TZVPD) results for an isolated molecule of C6H10O at a distorted geometry.

Results
- E_HOMO: -7.9 eV
- E_LUMO: 0.54 eV
- Orbital gap: 0.3104 Eh
- Molar mass: 98.14 g mol⁻¹

Geometry as XYZ:
```
17
Properties=species:S:1:pos:R:3:forces:R:3
C -0.97307 1.26767 -1.19389 -2.6 1.1 0.0
C 0.12911 0.54210 -1.21351 1.4 0.1 2.1
C 0.93333 0.39973 -2.47485 -0.9 0.9 0.3
C 0.69035 0.04662 0.13820 -1.3 -0.1 0.2
C -0.07013 0.08295 1.31832 2.6 -0.4 -2.3
C -0.06796 -1.06364 2.32819 2.7 1.3 -0.2
O -1.31868 -1.60352 2.09177 -1.7 -1.5 2.3
H -1.14419 2.02996 -1.96193 -0.2 -0.8 -0.3
H -1.84524 1.21045 -0.47579 1.7 0.2 -0.3
H 0.92589 1.30185 -3.06633 0.4 0.6 0.1
H 1.86987 0.00459 -2.29709 2.5 0.0 0.7
H 0.62710 -0.31457 -3.19164 -1.5 -1.1 -0.4
H 1.77359 -0.27819 0.08547 -1.6 -0.7 0.2
H -0.82509 0.85728 1.42671 -0.4 -0.6 -0.2
H 0.77378 -1.77607 2.17628 -0.6 0.2 -0.8
H 0.20916 -0.76951 3.34863 -1.1 0.4 0.3
H -1.68781 -1.93771 2.96146 0.5 0.5 -1.6
```
Positions in Å, forces in eV/Å.


Entry 5:
DFT (wB97M-V/def2-TZVPD) results for a structure of composition C6H10O at a distorted geometry.

Results
- E_HOMO: -8.9 eV
- E_LUMO: 0.90 eV
- Orbital gap: 0.3615 Eh
- Molar mass: 98.14 g mol⁻¹

Geometry as XYZ:
```
17
Properties=species:S:1:pos:R:3:forces:R:3
C -0.80644 -0.07953 0.57769 1.1 0.3 0.3
C -0.45994 -2.08805 -0.80498 0.7 -0.5 -1.0
O 0.48054 -1.65547 -1.43025 -0.9 -1.0 -0.3
C 1.09879 -0.33912 0.65288 -1.3 0.3 0.4
C 1.40988 1.08249 0.34972 -0.3 0.3 0.1
C 0.41999 1.81092 -0.15671 0.3 0.3 0.0
C -0.89226 1.12191 -0.34022 0.2 0.1 0.0
H -0.92864 0.19681 1.62326 0.2 0.3 0.1
H -1.73568 -0.69665 0.39100 1.6 -0.4 0.0
H -0.42047 -2.45832 0.23907 0.3 -0.1 -0.4
H -1.44861 -2.17415 -1.27949 -0.2 0.0 0.0
H 1.20995 -0.70866 1.66629 0.0 0.5 0.4
H 1.85294 -0.94013 0.06841 -1.8 0.0 0.1
H 2.42422 1.47642 0.39094 -0.1 -0.2 0.2
H 0.54320 2.84727 -0.42721 0.1 0.1 -0.2
H -1.01436 0.80626 -1.39027 0.1 0.1 0.2
H -1.73309 1.79799 -0.13012 0.1 -0.3 0.2
```
Positions in Å, forces in eV/Å.


Entry 6:
DFT (wB97M-V/def2-TZVPD) results for a structure of composition C6H10O at a distorted geometry.

Results
- E_HOMO: -9.4 eV
- E_LUMO: 0.88 eV
- Orbital gap: 0.3784 Eh
- Molar mass: 98.14 g mol⁻¹

Geometry as XYZ:
```
17
Properties=species:S:1:pos:R:3:forces:R:3
C 1.67580 -0.77723 0.09157 -0.6 -1.2 1.7
C 0.42443 -0.02392 -0.14214 -0.9 -0.1 -0.7
C -0.65594 0.37197 -1.33065 1.0 0.3 0.0
C -1.61749 0.37706 -0.13247 0.1 -0.6 0.2
C -0.73007 -0.86362 0.29328 0.5 -1.4 2.5
O -1.17699 1.46181 0.65710 -0.1 0.0 0.2
C 0.24108 1.24971 0.70273 0.1 -0.1 0.0
H 1.85736 -1.61442 -0.58722 0.0 0.2 0.0
H 1.09901 -1.40633 1.19783 3.0 1.5 -2.4
H 2.59685 -0.17995 0.24208 -0.6 -0.5 0.2
H -0.34820 1.33775 -1.71160 -0.5 0.3 -0.3
H -0.90619 -0.33753 -2.13183 0.4 0.1 0.5
H -2.70950 0.35581 -0.20991 0.4 0.0 0.0
H -0.92977 -1.72322 -0.35831 0.1 0.2 0.1
H -0.14190 -1.46512 1.39651 -3.0 1.6 -1.8
H 0.76543 2.11730 0.27575 -0.1 -0.2 0.1
H 0.55609 1.11994 1.74726 0.0 -0.1 -0.2
```
Positions in Å, forces in eV/Å.


Entry 7:
DFT (wB97M-V/def2-TZVPD) results for a structure of composition C6H10O.

Results
- E_HOMO: -8.6 eV
- E_LUMO: -0.01 eV
- Orbital gap: 0.3162 Eh
- Molar mass: 98.14 g mol⁻¹

Geometry as XYZ:
```
17
Properties=species:S:1:pos:R:3:forces:R:3
C -0.78173 0.94214 -1.43792 0.0 0.0 0.0
C -0.03570 0.21030 -0.34055 -0.2 -0.1 -0.1
C -0.50163 0.40612 1.11346 -0.1 0.0 0.1
C 0.98277 0.67326 1.37314 0.1 0.0 0.4
C 0.64744 -2.32558 0.16493 -0.2 0.3 -0.1
C 0.28316 -1.24335 -0.74276 0.2 -0.1 0.1
O 1.22342 0.85825 -0.02958 0.1 0.0 -0.1
H -0.23537 0.87037 -2.38507 -0.1 0.0 0.1
H -0.89079 2.00080 -1.18452 0.0 -0.2 0.0
H -1.77859 0.50818 -1.58178 0.1 0.0 0.0
H -0.98550 -0.42794 1.62830 0.1 0.1 -0.1
H -1.11205 1.30666 1.22225 0.1 -0.1 0.0
H 1.26046 1.55179 1.96270 -0.1 -0.1 -0.1
H 0.18902 -2.08779 1.15108 0.1 -0.1 -0.2
H 1.52541 -0.20496 1.75700 -0.1 0.2 0.0
H 0.87177 -1.23975 -1.67001 -0.1 0.0 0.1
H -0.66209 -1.79851 -1.00068 0.0 0.0 0.0
```
Positions in Å, forces in eV/Å.


Entry 8:
DFT (wB97M-V/def2-TZVPD) results for a cluster of 2 separate species, C6H10O in total at a distorted geometry.

Results
- E_HOMO: -9.0 eV
- E_LUMO: 0.73 eV
- Orbital gap: 0.3584 Eh
- Molar mass: 98.14 g mol⁻¹

Geometry as XYZ:
```
17
Properties=species:S:1:pos:R:3:forces:R:3
C -1.03304 -1.00576 1.97252 -0.8 -0.7 -0.2
C -0.50340 0.19899 2.05542 1.1 0.2 0.0
C -0.43542 1.13002 0.88001 0.0 -0.8 0.4
C -1.33107 2.11280 0.88512 -1.0 -0.3 -0.6
C 0.44301 0.81624 -0.25827 -0.4 0.1 0.7
C 1.25376 -0.24102 -0.30689 -0.7 0.8 -0.7
H -1.39518 -1.58876 2.81232 0.8 0.0 0.3
H -1.28060 -1.47154 1.02549 -0.3 0.4 -0.2
H -0.01033 0.51229 2.97264 -0.6 0.3 0.2
H -1.66105 2.61288 -0.02208 0.7 0.4 0.1
H -2.04633 2.18705 1.69567 0.2 0.1 0.2
H 0.33707 1.53216 -1.05774 0.3 0.0 -0.4
H 1.80241 -0.34142 -1.23541 0.4 -0.5 0.3
H 1.24206 -0.96503 0.49261 0.4 -0.1 -0.1
O 1.19888 -2.21658 -3.77825 0.0 0.5 0.2
H 0.99006 -1.59091 -4.48070 0.0 -0.2 -0.1
H 1.29265 -1.63639 -3.00822 0.0 -0.3 -0.1
```
Positions in Å, forces in eV/Å.


Entry 9:
DFT (wB97M-V/def2-TZVPD) results for a structure of composition C6H10O.

Results
- E_HOMO: -7.3 eV
- E_LUMO: 0.95 eV
- Orbital gap: 0.3019 Eh
- Molar mass: 98.14 g mol⁻¹

Geometry as XYZ:
```
17
Properties=species:S:1:pos:R:3:forces:R:3
C -2.49709 0.57952 0.23889 -0.1 0.0 -0.1
C -1.30924 0.06251 1.01208 0.1 0.4 -0.2
C 0.37113 -1.28960 -0.52586 0.0 -0.1 0.0
C 1.84848 -1.25228 -0.29121 0.0 0.2 0.0
C 2.25316 -0.00842 -0.06710 -0.1 -0.2 0.0
C 1.08957 0.93388 -0.13129 0.1 0.1 0.1
O -0.05530 0.07703 -0.31110 -0.1 0.0 0.0
H -3.27094 0.70261 1.01223 0.1 0.0 -0.1
H -2.89344 -0.15157 -0.47928 0.1 0.1 0.2
H -2.40084 1.55258 -0.27124 0.1 -0.2 0.1
H -0.86817 0.94276 1.52421 -0.1 -0.2 -0.1
H 0.10545 -1.58457 -1.54947 0.0 0.0 0.2
H -0.19358 -1.88403 0.19757 0.1 0.0 -0.1
H 2.46673 -2.14256 -0.30387 -0.1 0.1 0.0
H 3.26574 0.32049 0.13519 -0.1 -0.1 0.0
H 0.94192 1.51071 0.78744 0.0 -0.1 -0.1
H 1.14641 1.63093 -0.97717 0.0 -0.1 0.1
```
Positions in Å, forces in eV/Å.


Entry 10:
DFT (wB97M-V/def2-TZVPD) results for an isolated molecule of C6H10O.

Results
- E_HOMO: -9.6 eV
- E_LUMO: 1.02 eV
- Orbital gap: 0.3894 Eh
- Molar mass: 98.14 g mol⁻¹

Geometry as XYZ:
```
17
Properties=species:S:1:pos:R:3:forces:R:3
C 0.69120 -0.58860 -1.52847 -0.3 -0.1 -0.2
C -0.71239 -0.11992 -1.15983 0.1 -0.4 -0.6
C -1.45144 -0.75894 -0.01211 0.1 0.1 -0.1
C -0.86792 0.63513 0.12742 0.0 0.3 0.6
C 0.40516 0.99855 0.87962 -0.6 -0.1 0.4
C 0.95598 0.11482 1.96138 -0.1 -0.5 0.1
O 0.71097 -1.06320 2.10259 0.1 0.8 0.1
H 0.92063 -1.62349 -1.24939 -0.3 0.2 -0.2
H 1.39869 0.02585 -0.99635 0.5 -0.1 -0.2
H 0.92940 -0.42796 -2.58129 -0.2 -0.2 0.0
H -1.31260 0.24959 -1.98622 0.1 -0.2 0.1
H -2.53638 -0.83781 -0.09568 0.3 0.1 0.1
H -0.97103 -1.58028 0.51197 -0.1 0.2 -0.1
H -1.60427 1.43658 0.13256 0.1 -0.1 -0.1
H 0.44577 2.05798 1.15106 -0.2 -0.2 0.2
H 1.23159 0.87590 0.19345 0.5 0.5 -0.2
H 1.76662 0.60581 2.54931 -0.2 -0.2 0.1
```
Positions in Å, forces in eV/Å.


Entry 11:
DFT (wB97M-V/def2-TZVPD) results for an isolated molecule of C6H10O.

Results
- E_HOMO: -9.6 eV
- E_LUMO: 0.97 eV
- Orbital gap: 0.3878 Eh
- Molar mass: 98.14 g mol⁻¹

Geometry as XYZ:
```
17
Properties=species:S:1:pos:R:3:forces:R:3
C -1.32249 -0.67846 0.62435 0.0 0.0 0.0
C -1.48722 0.82413 0.37699 -0.1 0.0 0.1
C -0.34108 1.60198 -0.22723 0.1 0.0 0.0
C 0.94259 1.25695 -0.26271 -0.2 0.1 0.1
C 1.44002 -0.04897 0.27755 0.1 -0.1 0.3
C 1.48277 -1.19440 -0.70514 0.1 -0.1 -0.1
O 1.81053 -0.17433 1.42548 0.1 0.1 -0.4
H -0.43021 -0.90744 1.20516 -0.2 0.0 0.0
H -2.16612 -1.05580 1.20759 0.0 0.1 -0.1
H -1.28493 -1.24593 -0.31177 0.0 0.1 0.1
H -2.37069 0.97840 -0.25206 0.1 0.0 0.1
H -1.71676 1.31002 1.33389 0.0 0.0 -0.1
H -0.61332 2.58230 -0.61787 0.0 -0.1 0.0
H 1.69029 1.92652 -0.68687 -0.1 -0.1 0.1
H 2.51300 -1.20550 -1.07268 0.0 -0.2 -0.1
H 1.26827 -2.14533 -0.20812 0.2 0.2 0.0
H 0.80463 -1.04316 -1.54977 0.2 0.0 0.2
```
Positions in Å, forces in eV/Å.


Entry 12:
DFT (wB97M-V/def2-TZVPD) results for a structure of composition C6H10O.

Results
- E_HOMO (alpha / beta): -7.2 / -7.8 eV
- E_LUMO (alpha / beta): 0.10 / 0.09 eV
- Orbital gap (alpha / beta): 0.2667 / 0.2910 Eh
- Molar mass: 98.14 g mol⁻¹

Geometry as XYZ:
```
17
Properties=species:S:1:pos:R:3:forces:R:3
O -0.89357 -1.83115 1.28954 -0.2 -0.1 0.0
C -0.26179 -0.78164 0.68625 -0.1 0.4 0.1
C -1.15112 0.40850 0.33646 0.0 0.0 0.0
C -0.40895 1.18272 -0.76070 0.0 0.0 0.1
C 0.39155 0.12677 -1.51189 -0.4 0.1 -0.3
C 2.02971 -0.07588 0.33414 0.1 0.0 0.5
C 1.09530 -0.50129 1.17646 0.1 -0.1 -0.4
H -1.84861 -1.72647 1.18911 0.1 -0.1 0.0
H 0.23630 -0.84597 -0.61426 0.2 0.1 -0.2
H -1.39089 1.01723 1.21527 0.0 -0.1 -0.1
H -2.09935 0.01222 -0.05828 0.1 0.1 0.0
H 0.28208 1.90458 -0.31808 -0.2 0.0 0.0
H -1.11912 1.72494 -1.39698 0.2 -0.1 0.1
H -0.22905 -0.40345 -2.25344 0.1 0.0 0.2
H 1.27815 0.47699 -2.02895 0.0 -0.1 0.3
H 2.93973 0.42665 0.67937 -0.1 -0.1 -0.1
H 1.27476 -0.73944 2.22704 0.0 0.1 -0.1
```
Positions in Å, forces in eV/Å.